90
Properties=species:S:1:pos:R:3:forces:R:3:lowdin_charge:R:1 method="wB97M-V/def2-TZVPD" total_charge=-1 e_lumo_ev=0.80 multiplicity=1 homo_lumo_gap_ev=4.3 molar_mass_da=946.4
C -5.506082 2.838502 -0.378599 -0.024 -0.527 0.784 -0.2216
C -4.121458 3.651127 -0.755432 -1.709 0.661 0.073 -0.4714
P -2.867976 2.647185 -1.788574 -1.111 1.897 -1.906 0.7516
C -3.700459 1.361577 -2.929086 -1.691 -0.829 -0.483 -0.5025
C -2.813600 0.915781 -4.237974 -0.425 -0.986 -0.270 -0.2117
P -1.255566 1.804688 -0.587732 0.368 -0.432 0.421 0.1989
C -0.060471 2.193106 -2.052264 1.758 1.056 -1.504 -0.4113
C 1.387727 1.384672 -1.943280 0.228 0.816 0.714 -0.1393
C 2.196894 1.267621 -3.359730 -0.432 2.061 0.557 -0.2077
F 3.640565 1.507817 -3.132621 -3.565 -0.850 -0.963 -0.0157
F 1.723634 2.377585 -4.266767 1.777 -3.464 2.209 -0.0186
C 2.031269 -0.152668 -4.158614 0.841 1.004 -3.473 -0.0737
F 0.817794 -0.157310 -5.059324 3.842 -0.308 3.385 0.0240
F 3.193767 -0.203847 -5.125468 -3.266 -0.093 2.675 -0.0084
C 2.173959 -1.499500 -3.239062 2.299 -1.153 -0.898 -0.0947
F 2.825238 -2.534231 -4.128497 -1.927 2.951 2.919 0.0054
F 3.150715 -1.234769 -2.159947 -3.269 -0.914 -3.232 0.0451
C 0.757211 -2.174374 -2.751876 -2.872 0.453 -1.403 -0.0717
F -0.357876 -1.177094 -2.576963 3.985 -3.156 -0.520 0.0228
F 0.314660 -3.032568 -3.915405 1.427 2.428 4.065 0.0282
C 0.836863 -3.009256 -1.343485 2.822 0.914 1.391 -0.0586
F 2.072046 -3.873167 -1.448820 -4.198 2.330 0.334 0.0259
F 1.139035 -2.071092 -0.197748 -1.009 -2.964 -4.109 0.0315
C -0.511742 -3.835163 -0.927376 -2.753 0.440 1.633 -0.0841
F -1.656921 -3.705017 -1.855088 4.019 -0.332 2.725 0.0614
F -0.992488 -3.266272 0.387868 1.532 -2.020 -4.297 0.0301
C -0.282450 -5.437959 -0.659932 2.101 -1.700 0.137 -0.0723
F 0.703640 -5.626367 0.469600 -3.247 0.762 -3.797 0.0303
F 0.270732 -6.153502 -1.870900 -1.868 2.643 3.996 0.0324
C -1.621389 -6.275417 -0.224724 -2.039 -3.257 0.903 -0.1367
F -2.641670 -6.416896 -1.313241 3.701 0.895 3.993 0.0419
F -2.268770 -5.829055 1.029765 2.324 -1.313 -4.740 0.0576
F -1.150114 -7.686626 0.043105 -1.570 4.768 -0.873 0.0168
C -2.416620 1.404336 0.907422 1.301 -0.453 2.623 -0.8032
Cl -3.635000 0.059461 0.449308 0.604 1.025 0.469 0.4803
C -1.462590 0.736306 2.107137 -2.784 -0.737 0.432 -0.7132
C -2.435150 0.095752 3.304780 1.365 0.218 0.696 -0.1874
Cl -0.522165 2.147462 2.892675 -0.485 -1.254 -0.793 0.5206
H -6.491876 3.400446 -0.664581 1.934 -0.845 0.474 0.0580
H -5.555039 1.761846 -0.867917 0.208 2.339 0.959 0.0359
H -5.515237 2.673070 0.783500 -0.160 0.194 -2.191 0.0602
H -4.458582 4.625543 -1.355013 0.929 -2.088 1.165 0.0619
H -3.573892 4.054600 0.208625 -1.032 -0.924 -1.905 0.0665
H -4.087985 0.393963 -2.352447 0.993 1.869 -1.238 0.0451
H -4.689324 1.872810 -3.354892 2.026 -0.988 0.871 0.0778
H -1.741291 0.483872 -3.971304 -2.292 1.189 -0.510 0.0416
H -3.390892 0.003772 -4.746572 1.170 1.888 1.025 0.0713
H -2.755597 1.753713 -5.063608 0.104 -1.510 1.894 0.0752
H -1.028629 3.137922 -0.046711 -0.219 0.217 0.121 -0.0239
H -0.143366 1.305515 0.179966 0.480 -0.256 0.057 -0.0473
H -1.606751 0.507676 -1.112831 0.362 -0.502 -0.252 -0.0492
H -0.551444 2.094326 -3.109486 1.083 -0.024 2.000 0.0404
H 0.221456 3.346520 -1.931113 -0.637 -2.405 -0.447 0.0891
H 1.286999 0.352628 -1.351611 0.192 2.075 -1.589 0.0991
H 2.060738 2.065788 -1.230029 -1.215 -1.648 -1.745 0.1429
H -2.905914 2.349974 1.392091 0.415 -2.016 -0.923 0.0728
H -0.762656 -0.114990 1.713252 -1.072 1.990 0.666 0.0987
H -2.839802 -0.965457 3.001532 0.690 2.273 0.492 0.0578
H -3.293072 0.838227 3.629368 1.712 -1.551 -0.944 0.0908
H -1.720636 -0.024218 4.250350 -1.596 0.138 -1.923 0.0549
C 0.168614 -2.826112 6.258253 -0.628 -0.895 -0.145 -0.1419
C 1.555262 -2.634552 6.781230 0.689 -0.691 0.439 -0.1478
O 1.917102 -1.359901 6.284790 -0.565 0.445 -0.232 0.0615
C 0.756116 -0.681304 6.049685 -0.244 2.871 -0.710 -0.5140
O 0.695422 0.506096 5.777506 0.180 -2.859 0.790 0.1193
O -0.327413 -1.504284 6.159874 0.632 0.618 0.047 0.0538
H -0.451627 -3.423775 6.931855 -0.033 0.227 -0.136 0.1355
H 0.156281 -3.283235 5.263281 0.016 0.047 0.074 0.1375
H 1.589837 -2.610834 7.875552 -0.022 0.002 -0.070 0.1329
H 2.245781 -3.401766 6.420363 0.002 0.261 0.018 0.1354
C 6.282810 -0.751634 -5.018234 -0.939 0.843 0.196 -0.1454
C 6.117166 -2.226769 -4.846395 -1.031 -0.514 0.420 -0.1437
O 7.216300 -2.762774 -5.558237 0.928 0.558 -0.257 0.0608
C 8.171882 -1.788948 -5.604961 2.186 -0.267 -0.724 -0.5189
O 9.314423 -1.963291 -5.994689 -2.432 0.358 0.826 0.1221
O 7.682482 -0.595579 -5.157935 0.739 -0.897 -0.304 0.0638
H 5.913984 -0.188038 -4.156859 0.176 0.008 -0.195 0.1332
H 5.793412 -0.378487 -5.923957 0.032 -0.047 0.109 0.1342
H 6.189509 -2.536364 -3.798437 -0.004 0.037 -0.077 0.1384
H 5.172533 -2.590411 -5.260028 0.270 -0.030 0.025 0.1263
C -0.649319 5.787408 6.522150 0.423 0.720 0.571 -0.1497
C -0.297504 4.349043 6.321343 0.847 -0.651 0.318 -0.1466
O -1.455146 3.813291 5.709011 -0.655 0.768 -0.299 0.0357
C -2.103106 4.853195 5.107012 -2.075 -0.674 -1.802 -0.5254
O -3.047309 4.727951 4.345120 2.151 0.390 1.855 0.1278
O -1.556139 6.050699 5.467965 -0.327 -0.513 -0.325 0.0577
H 0.223415 6.442796 6.455524 -0.236 0.004 -0.104 0.1336
H -1.155803 5.964801 7.476660 0.017 -0.021 -0.048 0.1309
H 0.553623 4.217278 5.644943 -0.090 -0.016 0.048 0.1368
H -0.084989 3.837127 7.263914 -0.134 -0.076 -0.237 0.1361



20
Properties=species:S:1:pos:R:3:forces:R:3:lowdin_charge:R:1 method="wB97M-V/def2-TZVPD" total_charge=+1 e_lumo_ev=-5.51 de_lowest_kcal_mol=146.69 multiplicity=1 smiles="CC(C)c1[nH]o[n+](=O)c1[N+](=O)[O-]" homo_lumo_gap_ev=10.1 molar_mass_da=174.1
C -1.386872 0.586528 1.549797 0.584 0.240 0.681 -0.0267
C -0.522374 -0.439267 0.766223 -5.325 1.412 -2.149 -0.2810
C -1.696490 -1.328195 0.062084 1.252 0.354 -0.424 0.0137
C 0.107803 0.261657 -0.301980 4.998 0.620 -2.505 -0.0668
N -0.180820 1.377107 -0.908423 -4.095 0.721 1.461 0.0753
O 0.656758 1.830945 -1.799569 1.299 0.477 -1.320 0.1029
N 1.931725 0.885075 -1.694242 -1.120 1.135 0.112 -0.0986
O 2.843412 1.218740 -2.291890 1.704 0.619 -1.353 0.2805
C 1.549633 -0.014289 -0.889549 -3.699 -2.627 4.401 0.0574
N 2.493044 -0.944603 -0.117015 0.060 0.337 -0.488 -0.3023
O 2.042735 -1.653027 0.754758 -0.427 0.448 -0.669 0.1307
O 3.639125 -0.846082 -0.426201 0.569 0.210 -0.443 0.1775
H -1.232064 0.286789 2.597815 -0.473 0.853 -0.170 0.1079
H -2.461039 0.561211 1.268375 0.850 -0.124 0.462 0.0927
H -1.020395 1.608468 1.315078 -0.199 -0.445 0.985 0.0844
H 0.161968 -1.009489 1.264668 1.410 -1.333 1.465 0.0916
H -1.965562 -2.119841 0.790607 -0.090 0.429 -0.908 0.1146
H -1.360733 -1.640688 -0.935381 0.062 -0.971 0.547 0.0849
H -2.500614 -0.629737 -0.213398 0.035 -0.522 0.595 0.0784
H -1.099238 2.008697 -0.791757 2.603 -1.834 -0.280 0.2829



69
Properties=species:S:1:pos:R:3:forces:R:3:lowdin_charge:R:1 method="wB97M-V/def2-TZVPD" total_charge=+1 e_lumo_ev=-3.41 de_lowest_kcal_mol=31.90 multiplicity=1 homo_lumo_gap_ev=7.4 molar_mass_da=719.3
Pt 0.098539 0.108571 0.224003 -1.103 -0.372 -0.455 0.8147
C 5.055710 -0.930522 1.908375 0.307 -0.201 -0.104 -0.0508
C 3.918765 -1.918454 1.970563 -0.095 -0.098 -0.039 -0.2483
C 4.156407 -3.078352 2.707830 0.035 0.072 0.015 -0.0375
C 3.206671 -4.071355 2.850857 0.000 -0.059 0.019 -0.0602
C 1.975875 -3.933336 2.231803 -0.039 -0.010 -0.007 -0.0717
C 1.712833 -2.792341 1.494576 0.031 -0.025 0.036 -0.1076
C 2.652864 -1.773619 1.363038 0.513 0.244 0.061 -0.2718
P 2.249196 -0.361328 0.272846 0.637 0.425 0.418 0.9503
C 3.052440 1.108549 0.998126 -0.032 0.045 -0.049 -0.3250
C 3.148181 1.118676 2.391094 -0.241 0.171 0.042 -0.1390
C 3.583860 2.238693 3.073135 0.000 0.042 -0.004 -0.0700
C 3.936027 3.372796 2.357226 0.019 0.016 0.035 -0.0605
C 3.826235 3.374960 0.977832 -0.001 -0.001 -0.051 -0.0367
C 3.374734 2.264182 0.264869 -0.101 -0.012 0.171 -0.2480
C 3.195734 2.405766 -1.221153 0.032 -0.173 -0.062 -0.0403
C 2.870379 -0.752476 -1.375221 -0.645 -0.146 -0.219 -0.3050
C 4.169075 -1.023091 -1.797490 -0.054 0.294 0.045 -0.0617
C 4.404930 -1.185892 -3.150449 0.036 0.005 -0.036 -0.0680
C 3.355731 -1.091561 -4.060578 0.028 -0.024 -0.088 -0.0564
C 2.052169 -0.907623 -3.632059 0.002 -0.117 0.107 -0.0255
C 1.793247 -0.787217 -2.269937 0.279 0.131 0.460 -0.3158
C 0.409995 -0.780176 -1.676752 0.062 -0.265 -0.162 -0.3083
H 5.997933 -1.473415 1.832234 0.002 -0.031 0.013 0.0934
H 5.096247 -0.324260 2.815037 0.071 -0.089 -0.033 0.0903
H 4.999814 -0.234012 1.080183 0.063 -0.061 -0.078 0.0580
H 5.126047 -3.198534 3.176216 -0.001 0.002 -0.002 0.1204
H 3.437355 -4.955325 3.431007 -0.019 -0.004 -0.009 0.1125
H 1.228738 -4.712867 2.308577 0.000 0.018 -0.011 0.1095
H 0.760925 -2.694907 1.009840 -0.309 0.059 -0.157 0.0233
H 2.881121 0.232307 2.955378 -0.081 0.078 -0.042 0.1105
H 3.656326 2.222231 4.152538 -0.004 0.007 0.004 0.1113
H 4.287230 4.258948 2.869302 0.001 -0.007 0.013 0.1104
H 4.082792 4.270946 0.425396 0.010 -0.003 0.006 0.1147
H 3.391399 3.434850 -1.518202 -0.018 0.002 -0.024 0.0873
H 2.179191 2.150450 -1.530414 0.138 -0.125 0.051 0.0498
H 3.866288 1.761266 -1.786737 0.070 -0.048 -0.014 0.0828
H 4.990978 -1.063880 -1.098849 0.077 0.013 0.109 0.1066
H 5.409888 -1.364451 -3.508344 0.002 -0.021 0.026 0.1106
H 3.562132 -1.191725 -5.118294 -0.007 0.008 -0.002 0.1118
H 1.238638 -0.888877 -4.346674 -0.013 -0.017 0.008 0.1203
H 0.038563 -1.808399 -1.718044 -0.084 0.049 0.016 0.0457
H -0.269646 -0.152203 -2.264113 -0.046 -0.058 0.017 0.0603
C -2.570608 -1.048412 4.396714 0.019 -0.027 0.029 -0.0489
N -1.998573 -1.477922 3.133708 -0.048 -0.004 -0.099 -0.0277
C -2.452341 -1.121284 1.940664 -0.020 0.118 0.342 -0.8471
N -3.527425 -0.340628 1.865483 0.035 -0.030 -0.007 0.1451
S -1.687593 -1.708930 0.519155 0.282 0.411 -0.557 0.6360
H -1.960705 -1.440099 5.204794 0.000 0.006 -0.001 0.0968
H -3.585706 -1.430598 4.520610 -0.004 0.020 -0.013 0.0987
H -2.573303 0.041337 4.468966 -0.002 -0.004 0.012 0.0945
H -1.192873 -2.082317 3.122981 0.028 0.029 0.033 0.1265
H -4.003078 0.018242 2.677104 0.007 -0.024 -0.029 0.1089
H -3.845877 -0.068956 0.951565 -0.045 0.025 -0.002 0.0931
C -0.251594 3.403215 -1.639852 -0.147 0.072 -0.018 -0.2076
Ge -1.169428 3.260849 0.079980 0.008 -0.227 -0.150 0.7266
C -1.082444 4.936790 1.074506 0.031 -0.047 0.059 -0.2193
C -3.027441 2.675699 -0.157794 -0.021 0.096 -0.064 -0.2257
C -0.282506 1.783768 1.086126 0.186 -0.204 0.474 -0.3573
H -0.591925 4.295998 -2.165391 -0.008 -0.002 -0.014 0.0306
H -0.464692 2.535802 -2.266074 0.003 -0.022 0.027 0.0200
H 0.826030 3.472307 -1.504875 -0.164 0.125 0.045 -0.0098
H -1.644310 5.713793 0.555886 -0.016 -0.023 -0.024 0.0257
H -0.052059 5.276941 1.176950 0.017 -0.031 -0.007 0.0212
H -1.505257 4.819366 2.072419 -0.008 0.001 -0.001 0.0210
H -3.528091 3.338583 -0.864520 -0.025 -0.009 0.009 0.0264
H -3.581261 2.710347 0.780978 0.038 0.004 0.025 0.0161
H -3.065390 1.661424 -0.558958 0.069 0.011 -0.026 0.0042
H 0.022691 2.129905 2.080974 0.260 0.026 -0.063 -0.0342



31
Properties=species:S:1:pos:R:3:forces:R:3:lowdin_charge:R:1 method="wB97M-V/def2-TZVPD" total_charge=+4 e_lumo_ev="-17.51 / -17.51" de_lowest_kcal_mol=0.00 multiplicity=1 homo_lumo_gap_ev="4.9 / 3.2" molar_mass_da=512.7
In -1.182246 -0.999657 -5.958190 -0.799 -1.046 -0.565 0.7216
In 0.380076 1.263727 -1.610915 -1.650 0.509 0.707 0.9940
Cl -0.889194 -2.702739 -4.378365 0.006 0.452 0.349 0.0700
Cl -1.537920 2.489749 -2.229348 1.533 -0.851 0.197 0.2554
C 2.355018 2.897190 -1.220449 0.817 2.468 -0.096 0.0840
C 0.299546 -2.575839 -7.194233 1.936 -1.564 -0.182 -0.0418
C 0.157444 1.142361 -5.971737 2.331 1.280 1.296 -0.0054
O 2.919997 3.878448 -1.152599 -1.454 -2.963 -0.141 0.2610
O 1.115583 -3.357199 -7.240824 -1.760 1.572 -0.149 0.1984
O 0.985683 1.556864 -5.301986 -1.869 -0.775 -1.316 0.1012
C -2.694409 0.120428 1.121988 -0.826 -0.070 0.191 0.0830
N -1.413106 -0.126328 1.752193 -0.884 1.292 0.170 0.0688
C -1.340038 0.155141 3.167814 0.371 -0.765 1.177 -0.0646
C -0.089614 -0.444586 3.755318 -0.268 -0.240 0.611 -0.0985
C 1.093133 -0.024325 2.937950 0.256 -0.412 1.254 -0.0842
N 0.882668 -0.469173 1.573817 -0.326 1.165 -1.157 0.0355
C 2.087049 -0.624107 0.765256 0.201 -0.833 -0.460 0.0451
C -0.327742 -0.299615 0.980868 1.329 -0.823 -0.152 -0.3784
O -0.483874 -0.346967 -0.297721 1.197 1.265 -0.796 -0.0704
H -2.667990 0.998453 0.464410 0.205 -0.132 0.000 0.1224
H -3.426323 0.295898 1.914114 0.108 -0.050 -0.199 0.1374
H -3.001739 -0.749513 0.537281 0.066 -0.067 -0.134 0.1520
H -1.316885 1.246225 3.343452 -0.324 0.066 -0.436 0.1944
H -2.230034 -0.245786 3.667424 -0.053 0.186 -0.271 0.1774
H -0.176359 -1.533751 3.782063 0.075 -0.008 0.047 0.1573
H 0.014940 -0.106921 4.787399 0.067 -0.009 -0.025 0.1650
H 1.997195 -0.502538 3.318686 0.034 0.161 -0.124 0.1641
H 1.229755 1.069849 2.967768 0.093 -0.125 -0.233 0.1779
H 2.470755 0.350178 0.401893 -0.163 -0.067 0.309 0.1011
H 2.865325 -1.060335 1.411806 -0.188 0.214 -0.330 0.1477
H 1.923312 -1.295137 -0.095126 -0.063 0.170 0.457 0.1284